P) Formula: CH4N3P
Source: the Open Molecules 2025 dataset
Level of theory: ωB97M-V/def2-TZVPD

Element x y z (Å)
C: -0.167 1.011 -0.502
N: 1.238 0.774 -0.031
N: 1.502 -0.389 0.210
N: 0.475 -1.213 0.049
P: -1.074 -0.539 -0.228
H: -0.782 1.787 -0.013
H: -0.110 1.393 -1.511
H: 0.736 -2.232 0.402
H: -1.818 -0.592 1.623

**Lowest unoccupied orbital energy**: 0.221 eV
**Frontier orbital gap**: 9.0 eV
**Highest occupied orbital energy**: -8.73 eV

Results of the Löwdin charge analysis, in e, for atoms 1 through 8: -0.46, -0.07, -0.13, -0.37, 0.79, 0.06, 0.06, 0.15

Q) Formula: CH4N3P
Source: the Open Molecules 2025 dataset
Level of theory: ωB97M-V/def2-TZVPD

Element x y z (Å)
C: 0.443 -0.217 0.732
N: -0.883 1.420 -0.558
N: -1.388 -0.590 -1.404
N: -0.245 1.071 0.414
P: -0.186 -1.266 -0.784
H: 1.460 0.136 0.397
H: 0.306 -0.654 1.661
H: -0.449 1.491 1.282
H: 0.943 -1.391 -1.739

**Lowest unoccupied orbital energy (alpha / beta)**: -0.798 / -0.793 eV
**Frontier orbital gap (alpha / beta)**: 7.3 / 7.3 eV
**Highest occupied orbital energy (alpha / beta)**: -8.11 / -8.10 eV

Results of the Löwdin charge analysis, in e, for atoms 1 through 8: -0.28, 0.08, -0.34, -0.25, 0.62, 0.09, 0.04, 0.10

R) Formula: CH4N3P
Source: the Open Molecules 2025 dataset
Level of theory: ωB97M-V/def2-TZVPD

Element x y z (Å)
C: -2.378 -0.087 0.072
N: -3.313 0.382 0.589
N: 0.644 1.307 0.084
N: 1.144 -1.213 -0.387
P: 0.203 0.041 -0.921
H: 0.979 1.020 0.931
H: -0.103 2.069 -0.046
H: 1.380 -1.495 0.608
H: 1.444 -2.022 -0.930

**Lowest unoccupied orbital energy (alpha / beta)**: -0.692 / -0.692 eV
**Frontier orbital gap (alpha / beta)**: 8.6 / 8.7 eV
**Highest occupied orbital energy (alpha / beta)**: -9.34 / -9.34 eV

Results of the Löwdin charge analysis, in e, for atoms 1 through 8: -0.45, -0.16, -0.21, -0.24, 0.84, -0.01, 0.09, 0.09

Which of them is the most stable? Correct choice: R).

P) Formula: C2H6NO3
Source: the Open Molecules 2025 dataset
Level of theory: ωB97M-V/def2-TZVPD

Element x y z (Å)
O: 0.849 -0.328 -2.058
C: 0.241 -0.159 -0.984
O: -0.949 0.090 -0.786
C: 1.130 -0.377 0.264
N: 0.788 -1.306 1.506
H: 1.382 0.645 0.696
H: 2.042 -0.696 -0.148
H: -0.232 -0.995 1.663
H: 0.655 -2.143 1.013
H: -1.515 1.102 1.895
H: -1.430 1.511 0.481
O: -1.731 1.855 1.367

**Lowest unoccupied orbital energy**: 4.248 eV
**Frontier orbital gap**: 8.7 eV
**Highest occupied orbital energy**: -4.47 eV
**Total charge**: -1

Results of the Löwdin charge analysis, in e, for atoms 1 through 8: -0.07, -0.77, -0.07, -0.19, -0.02, 0.11, 0.06, 0.06

Q) Formula: C2H6NO3
Source: the Open Molecules 2025 dataset
Level of theory: ωB97M-V/def2-TZVPD

Element x y z (Å)
O: -0.431 1.021 -1.511
C: 0.402 0.309 -0.924
N: 0.379 -0.025 0.366
C: 1.554 -1.197 0.779
O: 1.478 -2.237 0.038
H: 1.317 -0.081 -1.386
H: -0.453 0.210 0.876
H: 1.377 -1.342 1.861
H: 2.419 -0.485 0.729
H: -2.306 0.649 -0.533
H: -2.668 2.006 -0.059
O: -3.067 1.174 -0.236

**Lowest unoccupied orbital energy**: 4.120 eV
**Frontier orbital gap**: 7.7 eV
**Highest occupied orbital energy**: -3.62 eV
**Total charge**: -1

Results of the Löwdin charge analysis, in e, for atoms 1 through 8: -0.10, -0.44, 0.04, -0.50, -0.26, 0.12, 0.08, 0.06

Which of them is the most stable? Correct choice: P).

P) Formula: C2H6NO3
Source: the Open Molecules 2025 dataset
Level of theory: ωB97M-V/def2-TZVPD

Element x y z (Å)
O: -1.258 -0.116 0.705
C: -0.987 -0.994 -0.155
N: 0.038 -0.974 -0.993
C: 1.904 1.590 -2.238
O: 2.833 1.702 -1.465
H: -1.351 -2.043 -0.177
H: 0.314 0.008 -0.856
H: 0.839 1.569 -1.898
H: 1.871 0.827 -2.985
H: -1.801 -1.644 2.877
H: -2.363 -0.522 2.638
O: -1.983 -0.955 3.473

**Lowest unoccupied orbital energy**: 3.275 eV
**Frontier orbital gap**: 7.0 eV
**Highest occupied orbital energy**: -3.73 eV
**Total charge**: -1

Results of the Löwdin charge analysis, in e, for atoms 1 through 8: -0.18, -0.65, -0.04, -0.16, -0.02, 0.07, -0.05, 0.07

Q) Formula: C2H6NO3
Source: the Open Molecules 2025 dataset
Level of theory: ωB97M-V/def2-TZVPD

Element x y z (Å)
O: -0.984 -0.234 -2.039
C: -0.166 -0.280 -1.095
O: 0.863 -0.998 -1.018
C: -0.408 0.694 0.081
N: -1.825 1.063 0.261
H: 0.194 1.585 -0.127
H: -0.037 0.242 1.003
H: -2.235 1.059 -0.666
H: -2.270 0.312 0.768
H: 2.455 -1.692 1.491
H: 1.819 -0.872 0.355
O: 2.595 -0.880 0.988

**Lowest unoccupied orbital energy**: 4.205 eV
**Frontier orbital gap**: 8.6 eV
**Highest occupied orbital energy**: -4.43 eV
**Total charge**: -1

Results of the Löwdin charge analysis, in e, for atoms 1 through 8: -0.07, -0.71, -0.08, -0.22, -0.03, 0.10, 0.09, 0.04

Which of them is the most stable? Correct choice: Q).

P) Formula: C2H9N3O2
Source: the Open Molecules 2025 dataset
Level of theory: ωB97M-V/def2-TZVPD

Element x y z (Å)
C: -1.957 0.490 -0.841
N: -1.864 -0.668 0.043
H: -2.507 -0.559 0.821
H: -2.133 -1.512 -0.455
H: -2.971 0.680 -1.212
H: -1.301 0.336 -1.695
H: -1.613 1.368 -0.298
N: 1.559 0.340 -0.516
C: 1.723 -0.009 0.813
N: 0.693 -0.714 1.334
O: 2.741 0.820 -1.116
O: 2.719 0.343 1.421
H: 3.338 0.941 -0.345
H: 1.096 -0.309 -1.137
H: 0.684 -0.794 2.337
H: -0.206 -0.753 0.846

**Lowest unoccupied orbital energy**: 0.627 eV
**Frontier orbital gap**: 9.6 eV
**Highest occupied orbital energy**: -8.93 eV

Results of the Löwdin charge analysis, in e, for atoms 1 through 8: -0.17, -0.09, 0.08, 0.08, 0.07, 0.06, 0.08, 0.00

Q) Formula: C2H9N3O2
Source: the Open Molecules 2025 dataset
Level of theory: ωB97M-V/def2-TZVPD

Element x y z (Å)
C: 0.230 -1.799 0.408
C: 2.153 -0.761 -0.603
N: 0.876 -0.546 0.055
N: -0.599 2.524 0.007
O: -0.226 3.390 -0.788
H: -0.738 -1.592 0.875
H: 0.830 -2.361 1.131
H: 0.049 -2.423 -0.473
H: 2.041 -1.346 -1.522
H: 2.591 0.205 -0.871
H: 2.857 -1.269 0.064
N: -2.383 1.224 0.773
O: -1.970 2.328 -0.073
H: 0.261 -0.008 -0.554
H: -2.993 0.720 0.135
H: -2.981 1.715 1.434

**Lowest unoccupied orbital energy**: -0.034 eV
**Frontier orbital gap**: 8.5 eV
**Highest occupied orbital energy**: -8.58 eV

Results of the Löwdin charge analysis, in e, for atoms 1 through 8: -0.16, -0.16, -0.20, -0.04, 0.00, 0.06, 0.08, 0.07

Which of them is the most stable? Correct choice: P).